Below is a molecular structure, C32H43Ge2NOS4Ti in a non-equilibrium geometry, with properties calculated with ωB97M-V/def2-TZVPD.

orbital gap	4.90	eV
energy above the lowest of the compared OMol25 structures with the same formula, charge and spin	0.735	eV
net charge	-2

CARTESIAN COORDINATES (ANGSTROEM)
Ti1 0.548 -0.494 1.245
S1 2.411 -2.051 2.181
S2 2.392 -1.088 4.039
S3 1.991 0.900 3.694
S4 -0.031 1.046 3.332
C1 4.365 -0.823 -2.087
C2 3.948 -1.024 -0.631
Ge1 2.901 0.481 0.228
C3 4.351 1.516 1.146
C4 5.541 1.879 0.259
C5 2.540 1.600 -1.388
C6 1.310 2.070 -1.644
Ge2 0.034 1.782 -0.109
C7 -0.118 3.529 0.866
C8 -0.808 4.753 0.264
C9 -1.835 1.390 -0.800
C10 -2.379 1.893 -2.138
C11 1.050 2.789 -2.921
C12 1.751 2.473 -4.095
C13 1.526 3.150 -5.283
C14 0.578 4.165 -5.350
C15 -0.150 4.471 -4.210
C16 0.077 3.784 -3.025
H1 4.869 -1.706 -2.504
H2 5.046 0.027 -2.204
H3 3.496 -0.616 -2.721
H4 4.827 -1.210 -0.005
H5 3.335 -1.926 -0.548
H6 4.683 0.911 1.997
H7 3.898 2.417 1.572
H8 6.037 0.980 -0.123
H9 6.303 2.467 0.790
H10 5.226 2.466 -0.610
H11 3.336 1.822 -2.110
H12 0.899 3.789 1.179
H13 -0.628 3.249 1.789
H14 -0.198 5.241 -0.500
H15 -1.017 5.510 1.031
H16 -1.769 4.494 -0.197
H17 -2.505 1.709 0.010
H18 -1.873 0.297 -0.801
H19 -2.553 2.973 -2.136
H20 -3.334 1.414 -2.390
H21 -1.687 1.687 -2.958
H22 2.471 1.664 -4.073
H23 2.088 2.873 -6.169
H24 0.399 4.694 -6.280
H25 -0.910 5.244 -4.240
H26 -0.515 4.018 -2.154
C17 0.094 -1.525 -2.782
C18 0.257 -2.152 -1.401
C19 -0.967 -2.966 -1.003
O1 0.507 -1.141 -0.477
H27 -0.024 -2.289 -3.557
H28 0.965 -0.909 -3.012
H29 -0.787 -0.875 -2.790
H30 1.130 -2.822 -1.425
H31 -1.850 -2.322 -0.961
H32 -0.825 -3.403 -0.013
H33 -1.152 -3.771 -1.723
N1 -0.840 -1.484 2.071
C20 -1.812 -2.146 2.506
C21 -1.723 -3.038 3.708
C22 -2.820 -3.292 4.530
C23 -2.685 -4.084 5.663
C24 -1.453 -4.638 5.979
C25 -0.357 -4.388 5.163
C26 -0.487 -3.588 4.038
C27 -3.136 -2.059 1.796
C28 -3.533 -0.831 1.276
C29 -4.694 -0.721 0.527
C30 -5.473 -1.845 0.279
C31 -5.084 -3.075 0.791
C32 -3.926 -3.179 1.552
H34 -3.781 -2.852 4.294
H35 -3.543 -4.261 6.302
H36 -1.345 -5.256 6.863
H37 0.614 -4.802 5.409
H38 0.360 -3.374 3.398
H39 -2.899 0.027 1.449
H40 -4.978 0.243 0.122
H41 -6.374 -1.764 -0.318
H42 -5.677 -3.960 0.590
H43 -3.620 -4.143 1.942

---

Below is a molecular structure, C32H43IrN5O4PS in a non-equilibrium geometry, with properties calculated with ωB97M-V/def2-TZVPD.

orbital gap (spin up / spin down)	5.71 / 4.10	eV
multiplicity	2
energy above the lowest of the compared OMol25 structures with the same formula, charge and spin	0.551	eV
net charge	+1

CARTESIAN COORDINATES (ANGSTROEM)
Ir1 0.718 -0.089 -0.216
N1 -2.294 3.017 0.697
C1 -1.649 1.937 0.247
S1 -0.504 1.194 1.345
N2 -1.891 1.482 -0.946
N3 -1.184 0.357 -1.176
C2 -1.483 -0.379 -2.176
C3 -0.812 -1.656 -2.251
C4 -1.012 -2.515 -3.316
C5 -0.312 -3.706 -3.363
C6 0.547 -4.008 -2.320
C7 0.674 -3.112 -1.277
N4 0.012 -1.952 -1.220
H1 -2.150 3.355 1.631
H2 -3.000 3.446 0.122
H3 -2.239 -0.078 -2.891
H4 -1.694 -2.233 -4.106
H5 -0.428 -4.381 -4.200
H6 1.113 -4.928 -2.303
H7 1.326 -3.341 -0.454
O1 5.370 5.257 -0.588
C8 5.432 4.032 -0.475
O2 6.342 3.201 -0.299
C9 4.103 3.304 -0.497
C10 3.322 3.251 0.662
C11 2.222 2.440 0.718
N5 1.848 1.659 -0.326
C12 2.558 1.774 -1.478
C13 3.658 2.573 -1.606
C14 2.088 0.885 -2.562
O3 2.288 1.036 -3.729
O4 1.399 -0.160 -2.071
H8 3.602 3.839 1.526
H9 1.613 2.387 1.601
H10 4.178 2.588 -2.555
C15 3.149 0.829 5.559
C16 3.795 1.420 4.309
C17 3.575 0.492 3.098
C18 2.255 -0.311 3.241
C19 1.220 0.594 3.926
C20 1.621 0.794 5.397
P1 1.748 -1.123 1.668
C21 0.661 -2.541 2.123
C22 -0.810 -2.124 2.324
C23 -1.614 -3.334 2.789
C24 -1.151 -3.791 4.190
C25 0.255 -3.282 4.529
C26 1.181 -3.386 3.320
C27 3.274 -1.891 0.954
C28 4.160 -2.678 1.953
C29 5.591 -2.823 1.409
C30 5.575 -3.007 -0.106
C31 5.067 -1.730 -0.801
C32 4.136 -0.926 0.116
H11 3.418 1.405 6.444
H12 3.539 -0.181 5.716
H13 4.864 1.563 4.459
H14 3.369 2.409 4.114
H15 4.423 -0.186 3.015
H16 3.550 1.084 2.187
H17 2.415 -1.170 3.899
H18 0.207 0.198 3.868
H19 1.210 1.557 3.421
H20 1.199 -0.004 6.012
H21 1.190 1.733 5.750
H22 0.676 -3.164 1.229
H23 -1.208 -1.716 1.395
H24 -0.893 -1.338 3.077
H25 -1.487 -4.142 2.062
H26 -2.676 -3.091 2.807
H27 -1.161 -4.881 4.239
H28 -1.850 -3.439 4.949
H29 0.667 -3.868 5.350
H30 0.213 -2.244 4.873
H31 1.230 -4.433 3.008
H32 2.194 -3.111 3.603
H33 2.857 -2.612 0.247
H34 3.736 -3.673 2.099
H35 4.187 -2.197 2.930
H36 6.064 -3.678 1.892
H37 6.189 -1.945 1.663
H38 4.935 -3.860 -0.352
H39 6.574 -3.253 -0.465
H40 4.541 -1.989 -1.724
H41 5.907 -1.095 -1.083
H42 3.512 -0.275 -0.488
H43 4.724 -0.283 0.770

---

Below is a molecular structure, C32H43MoN6O3 in a non-equilibrium geometry, with properties calculated with ωB97M-V/def2-TZVPD.

orbital gap (spin up / spin down)	6.54 / 6.42	eV
energy above the lowest of the compared OMol25 structures with the same formula, charge and spin	0.569	eV
net charge	+3

CARTESIAN COORDINATES (ANGSTROEM)
Mo1 0.222 0.367 -0.653
C1 -0.895 4.998 1.799
C2 0.231 4.379 0.962
C3 1.429 5.322 0.914
C4 0.581 2.986 1.456
C5 -0.416 2.021 1.596
C6 -0.123 0.694 1.962
C7 1.190 0.333 2.323
C8 1.480 -1.017 2.911
C9 2.169 1.316 2.247
C10 1.878 2.600 1.805
H1 -1.084 6.021 1.473
H2 -0.618 5.030 2.853
H3 -1.838 4.454 1.718
H4 -0.129 4.259 -0.069
H5 1.809 5.535 1.915
H6 1.129 6.271 0.470
H7 2.248 4.922 0.313
H8 -1.453 2.328 1.561
H9 -0.926 -0.008 2.160
H10 0.773 -1.773 2.568
H11 1.391 -0.961 3.999
H12 2.491 -1.351 2.682
H13 3.176 1.083 2.572
H14 2.676 3.330 1.777
C11 1.620 5.337 -3.155
O1 1.487 4.113 -2.413
C12 2.607 3.442 -2.122
C13 3.914 3.858 -2.411
C14 5.001 3.071 -2.069
C15 4.832 1.841 -1.445
C16 3.547 1.403 -1.141
C17 3.356 0.066 -0.615
N1 2.202 -0.471 -0.419
N2 2.238 -1.832 -0.101
C18 1.059 -2.318 -0.093
O2 -0.008 -1.471 -0.320
C19 0.765 -3.740 0.050
C20 1.787 -4.627 0.391
C21 1.519 -5.981 0.464
C22 0.241 -6.456 0.195
C23 -0.780 -5.574 -0.135
C24 -0.521 -4.215 -0.206
C25 2.465 2.221 -1.472
O3 1.195 1.798 -1.157
H15 0.608 5.658 -3.375
H16 2.160 5.166 -4.086
H17 2.124 6.095 -2.555
H18 4.080 4.805 -2.904
H19 5.997 3.423 -2.296
H20 5.687 1.224 -1.202
H21 4.232 -0.553 -0.440
H22 2.781 -4.251 0.590
H23 2.308 -6.673 0.726
H24 0.041 -7.518 0.242
H25 -1.771 -5.955 -0.342
H26 -1.301 -3.519 -0.490
N3 -6.057 -3.611 -0.986
C26 -5.160 -2.948 0.041
C27 -4.153 -1.986 -0.600
N4 -3.267 -1.376 0.381
H27 -6.700 -4.273 -0.544
H28 -5.518 -4.129 -1.683
H29 -6.628 -2.926 -1.487
H30 -4.657 -3.748 0.582
H31 -5.821 -2.426 0.731
H32 -4.687 -1.192 -1.130
H33 -3.548 -2.519 -1.338
H34 -2.658 -2.065 0.808
H35 -3.805 -0.937 1.120
C28 -4.290 3.596 -1.413
C29 -3.293 2.546 -1.758
C30 -2.938 1.990 -2.980
C31 -1.927 1.080 -2.709
N5 -1.669 1.050 -1.382
N6 -2.526 1.955 -0.837
C32 -1.172 0.208 -3.655
H36 -5.013 3.706 -2.217
H37 -3.794 4.558 -1.274
H38 -4.824 3.354 -0.494
H39 -3.345 2.244 -3.944
H40 -2.484 2.150 0.146
H41 -1.846 -0.247 -4.379
H42 -0.648 -0.601 -3.137
H43 -0.441 0.790 -4.219

---

> What is the net charge in the second record?

+1

---

> Look up the net charge of the second one.

+1